[1]
Molecular formula: C17H21ClN4O2
Method: DFT, ωB97M-V/def2-TZVPD

Last column: Mulliken charge in e.
Cartesian coordinates (Å):
C: 2.2803 2.8344 -1.9860  -1.185
N: 1.1943 1.9292 -1.6597  0.673
C: 0.6549 1.3031 -2.8485  -1.147
C: 0.1514 2.5809 -0.8830  -0.787
C: 0.6199 2.8573 0.5506  -1.103
N: 1.2936 1.6905 1.0657  0.199
C: 2.6000 1.7049 1.3938  0.714
O: 3.2465 2.7143 1.5844  -0.685
C: 3.1962 0.3035 1.5200  -0.882
C: 3.1522 -0.4396 0.1749  -0.752
N: 2.1026 -1.4433 0.0997  -0.057
N: 0.8676 -0.9998 0.1921  -0.111
C: -0.1515 -1.7993 0.0526  0.106
C: -1.4902 -1.2043 0.1357  0.931
C: -2.5199 -1.6671 -0.6817  -0.772
C: -3.7748 -1.0915 -0.6304  -0.799
C: -4.0112 -0.0449 0.2481  0.341
Cl: -5.5779 0.6771 0.3155  -0.215
C: -3.0006 0.4258 1.0736  -0.819
C: -1.7482 -0.1528 1.0142  -0.102
C: 0.0490 -3.1925 -0.1806  -0.759
C: 1.3140 -3.6614 -0.2501  -0.676
C: 2.4553 -2.7751 -0.1272  0.543
O: 3.6213 -3.1093 -0.2096  -0.684
H: 3.0280 2.2974 -2.5684  0.326
H: 1.9420 3.7032 -2.5710  0.322
H: 2.7504 3.1888 -1.0715  0.370
H: -0.1036 0.5756 -2.5583  0.237
H: 1.4559 0.7793 -3.3691  0.327
H: 0.2009 2.0241 -3.5456  0.367
H: -0.6998 1.8946 -0.8398  0.348
H: -0.1899 3.5220 -1.3475  0.406
H: -0.2493 3.1004 1.1717  0.353
H: 1.3216 3.6928 0.5993  0.451
H: 0.9129 0.7996 0.7543  0.335
H: 4.2287 0.4120 1.8499  0.360
H: 2.6511 -0.2586 2.2797  0.439
H: 2.9909 0.2759 -0.6369  0.122
H: 4.0843 -0.9827 0.0055  0.457
H: -2.3354 -2.4669 -1.3830  0.462
H: -4.5667 -1.4483 -1.2697  0.429
H: -3.1970 1.2365 1.7573  0.443
H: -0.9654 0.2000 1.6665  0.539
H: -0.8020 -3.8506 -0.2677  0.493
H: 1.5371 -4.7052 -0.4084  0.443

Computed properties:
* SMILES string: CN(C)CCNC(=O)CCn1nc(-c2ccc(Cl)cc2)ccc1=O
* LUMO level: -0.3 eV
* energy relative to the best compared isomer or geometry (same formula, charge and spin): 1.126 eV

---

[2]
Molecular formula: C5H12N2O
Method: DFT, ωB97M-V/def2-TZVPD

Last column: Mulliken charge in e.
Cartesian coordinates (Å):
C: 1.7367 -0.1311 -0.2730  -0.867
C: 1.9141 -0.5642 0.9521  0.037
C: -0.8974 -0.0133 -0.3938  1.004
C: -1.1145 0.3955 0.9867  -1.473
C: -1.1030 -1.4303 -0.8604  -1.567
N: -0.5952 2.1445 -1.3465  -1.178
N: -0.9076 0.9110 -1.4120  0.514
O: 1.9693 -0.0499 2.1929  -0.487
H: 1.7667 0.8945 -0.5563  0.265
H: 1.6273 -0.7818 -1.0613  0.369
H: 2.0629 -1.6141 1.0084  0.308
H: -0.2291 0.8474 1.4381  0.207
H: -1.3398 -0.4061 1.6641  0.339
H: -1.8980 1.1610 1.0079  0.450
H: -0.4188 -1.5200 -1.6301  0.484
H: -2.1014 -1.5931 -1.1533  0.374
H: -0.9096 -2.1721 -0.0689  0.332
H: -0.2951 2.4997 -0.3832  0.242
H: -0.9924 0.5457 -2.3320  0.281
H: 1.7250 0.8764 2.2203  0.365

Computed properties:
* LUMO level (alpha / beta): 0.7 / 0.7 eV
* energy relative to the best compared isomer or geometry (same formula, charge and spin): 5.208 eV

---

[3]
Molecular formula: C4H8NO
Method: DFT, ωB97M-V/def2-TZVPD

Last column: Mulliken charge in e.
Cartesian coordinates (Å):
C: 0.5415 -1.7283 -1.0881  -0.294
C: 1.0103 0.3066 0.3054  -0.619
C: -1.0895 -0.2812 0.1760  -0.809
C: -0.4638 0.9720 0.7533  0.342
N: 0.2072 -0.7601 -0.3779  0.011
O: -0.7419 2.0793 0.1063  -0.336
H: -0.2185 -2.3002 -1.5048  0.294
H: 1.5833 -1.9436 -1.5922  0.215
H: 1.6409 0.8191 -0.4152  0.316
H: 1.8806 -0.1215 0.9452  0.313
H: -1.6060 -1.0216 0.9114  0.302
H: -1.8607 -0.0305 -0.6433  0.317
H: -0.3460 1.0272 1.7888  0.473
H: -0.5374 2.9827 0.6349  0.474

Computed properties:
* <S²>: 2.0087
* LUMO level (alpha / beta): -4.1 / -9.8 eV
* energy relative to the best compared isomer or geometry (same formula, charge and spin): 3.059 eV
* charge: +1
* spin multiplicity: 3

---

[4]
Molecular formula: C5H3N
Method: DFT, ωB97M-V/def2-TZVPD

Last column: Mulliken charge in e.
Cartesian coordinates (Å):
C: 1.6281 -0.5111 -1.0697  -0.630
C: 1.1352 0.0948 0.0183  -0.549
C: -0.2643 0.2427 0.3066  0.213
C: -1.4387 0.1561 0.6140  0.500
C: -2.7173 0.4505 1.0243  0.050
N: -3.8056 0.7340 1.3244  -0.414
H: 2.6811 -0.6127 -1.1899  0.277
H: 1.0304 -1.0568 -1.8280  0.258
H: 1.7510 0.5026 0.8000  0.296

Computed properties:
* SMILES string: C=CC#CC#N
* LUMO level: -0.3 eV
* energy relative to the best compared isomer or geometry (same formula, charge and spin): 0.130 eV